Entry 1:
Computed, not measured: a 2-piece molecular cluster, C2H10NO overall in a non-equilibrium geometry, with ωB97M-V/def2-TZVPD.

Cartesian coordinates (Å):
1 C 1.5665 1.5822 -0.2984
2 N 1.2967 0.1168 -0.4184
3 H 1.7783 -0.2552 -1.2369
4 H 1.5684 -0.4118 0.4116
5 H 0.2994 -0.0084 -0.5345
6 H 0.8785 2.0435 0.3961
7 H 1.5750 2.0239 -1.2909
8 H 2.5760 1.7388 0.0326
9 C -1.8070 -1.4789 0.3542
10 O -1.7549 -0.0679 0.6673
11 H -2.5719 0.1410 1.1398
12 H -2.0508 -2.0354 1.2517
13 H -2.5193 -1.6185 -0.4276
14 H -0.8350 -1.7703 -0.0466

Highest occupied orbital energy   -14.5 eV
Net charge   +1

Entry 2:
Computed, not measured: a 2-piece molecular cluster, C2H10NO overall in a non-equilibrium geometry, with ωB97M-V/def2-TZVPD.

Cartesian coordinates (Å):
1 C 1.2385 -0.5097 -1.2217
2 N -0.2479 -0.7759 -1.1315
3 H -0.8425 -0.2708 -1.7973
4 H -0.4159 -1.8126 -1.3932
5 H -0.5545 -0.5193 -0.1595
6 H 1.4847 0.4962 -1.0637
7 H 1.7069 -0.5318 -2.3041
8 H 2.0175 -1.1495 -0.7330
9 C -0.7094 0.6160 2.0146
10 O -0.4446 1.2297 0.7154
11 H -1.1818 1.8468 0.4956
12 H -1.0577 1.3427 2.7715
13 H -1.3899 -0.1964 1.5663
14 H 0.3967 0.2346 2.2405

Highest occupied orbital energy   -14.8 eV
Net charge   +1

Entry 3:
Computed, not measured: a 2-piece molecular cluster, C2H10NO overall in a non-equilibrium geometry, with ωB97M-V/def2-TZVPD.

Cartesian coordinates (Å):
1 N 1.7309 1.6315 -0.0701
2 H 1.7929 2.1303 0.7879
3 H 2.5980 1.4712 -0.6509
4 H 1.3474 2.3434 -0.7364
5 H 1.1299 0.6787 -0.3619
6 C -0.9320 -0.5975 0.4610
7 O 0.5116 -0.6269 0.3810
8 C -1.6212 -1.4027 -0.5933
9 H -1.0049 0.4934 0.4234
10 H -1.1917 -0.8780 1.5638
11 H 0.9186 -0.3958 1.3152
12 H -1.4952 -2.4980 -0.4316
13 H -1.1370 -1.1261 -1.5734
14 H -2.6473 -1.2235 -0.5146

Spin multiplicity   2
Highest occupied orbital energy (alpha / beta)   -22.3 / -22.1 eV
Net charge   +2

Entry 4:
Computed, not measured: a 2-piece molecular cluster, C2H10NO2 overall in a non-equilibrium geometry, with ωB97M-V/def2-TZVPD.

Cartesian coordinates (Å):
1 C 1.0420 1.5012 0.1641
2 O -0.3349 1.7255 -0.0455
3 C 1.2561 0.0868 0.6695
4 N 0.4521 -0.8391 -0.2312
5 H 1.6621 1.6079 -0.7342
6 H 1.4307 2.1877 0.9148
7 H -0.5849 2.5378 0.4154
8 H 0.8171 -0.0243 1.6590
9 H 2.2821 -0.2597 0.5041
10 H 1.0051 -1.0662 -1.1115
11 H 0.2871 -1.8106 0.1489
12 H -0.4491 -0.4400 -0.5323
13 H -2.9470 -2.0167 -1.3486
14 H -3.2621 -1.7005 0.1250
15 O -2.6562 -1.4899 -0.5976

Spin multiplicity   2
Highest occupied orbital energy (alpha / beta)   -3.2 / -11.1 eV

Entry 5:
Computed, not measured: a 2-piece molecular cluster, C2H10NO2 overall in a non-equilibrium geometry, with ωB97M-V/def2-TZVPD.

Cartesian coordinates (Å):
1 C -0.3651 1.4901 -0.7988
2 O -0.9311 1.1903 0.3827
3 C 0.3089 0.0796 -1.3671
4 N -0.5940 -0.9230 -0.5628
5 H 0.3375 2.3111 -0.8042
6 H -1.2920 1.7397 -1.4664
7 H -0.4813 1.7041 1.1151
8 H 0.3428 -0.0082 -2.4923
9 H 1.2479 -0.0886 -0.8669
10 H -0.8640 -1.6642 -1.1193
11 H -1.3057 -0.5141 0.0268
12 H 0.0321 -1.2302 0.1922
13 H 1.4542 -2.0457 2.4212
14 H 1.2596 -0.7026 2.9974
15 O 0.8503 -1.3383 2.3425

Highest occupied orbital energy   -15.1 eV
Net charge   +1

Entry 6:
Computed, not measured: a 3-piece molecular cluster, C2H10NO2S overall in a non-equilibrium geometry, with ωB97M-V/def2-TZVPD.

Cartesian coordinates (Å):
1 C 0.6361 -0.2387 2.4823
2 C 1.6662 0.4369 1.5775
3 S 1.0693 0.8204 -0.1655
4 N -0.1224 -1.3165 1.8243
5 H -0.0363 0.4063 3.0445
6 H 1.2366 -0.7000 3.3014
7 H 2.4143 -0.3583 1.3985
8 H 2.3220 1.2188 1.9491
9 H 0.5346 -1.9218 1.3394
10 H -0.5287 -0.7734 1.0541
11 H -1.4716 -1.2377 -2.3925
12 H 0.0052 -1.5210 -2.3260
13 O -0.7984 -1.8258 -2.7763
14 H -1.9751 2.9760 -3.1912
15 H -2.4563 1.5855 -3.3457
16 O -2.4957 2.4492 -3.7740

Highest occupied orbital energy   -2.9 eV
Net charge   -1

Entry 7:
Computed, not measured: a 3-piece molecular cluster, C2H10NO2S overall in a non-equilibrium geometry, with ωB97M-V/def2-TZVPD.

Cartesian coordinates (Å):
1 C 0.1361 -0.1259 -0.0443
2 C 0.3220 -0.6311 1.3749
3 S 1.0951 -2.2797 1.4381
4 N -0.7246 -1.0565 -0.8538
5 H 1.0866 -0.1194 -0.5871
6 H -0.2833 0.8715 -0.1527
7 H -0.6413 -0.6555 1.8937
8 H 0.9525 0.0926 1.9129
9 H -1.6976 -0.7779 -0.7723
10 H -0.6337 -1.9464 -0.3405
11 H -0.2757 -0.6018 -2.5708
12 H 0.7162 0.1061 -3.5277
13 O -0.2221 -0.0351 -3.3847
14 H -0.5393 2.4121 2.3791
15 H 0.6771 2.0174 1.5597
16 O 0.0320 2.7296 1.6756

Highest occupied orbital energy   -2.9 eV
Net charge   -1

Entry 8:
Computed, not measured: a 3-piece molecular cluster, C2H10NO2S overall in a non-equilibrium geometry, with ωB97M-V/def2-TZVPD.

Cartesian coordinates (Å):
1 C 0.2205 0.4306 0.7535
2 C 1.4686 -0.4502 0.4570
3 S 1.6611 -1.0705 -1.2014
4 N -1.0758 -0.3155 0.4156
5 H 0.2958 1.3262 0.1445
6 H 0.2594 0.6209 1.8331
7 H 1.5998 -1.3182 1.1299
8 H 2.3269 0.1868 0.7197
9 H -0.5231 -1.0271 -0.0913
10 H -1.5809 0.2365 -0.2623
11 H -1.3883 -1.4386 2.0584
12 H 0.0736 -1.7819 2.3654
13 O -0.8210 -2.0846 2.5181
14 H -1.0065 2.8867 -3.9914
15 H -0.3353 1.7747 -3.2214
16 O -1.1747 2.0244 -3.6274

Highest occupied orbital energy   -2.8 eV
Net charge   -1

Entry 9:
Computed, not measured: a 3-piece molecular cluster, C2H10NO3 overall in a non-equilibrium geometry, with ωB97M-V/def2-TZVPD.

Cartesian coordinates (Å):
1 C -0.2103 -0.7517 -0.0592
2 O 0.3227 0.2227 0.7400
3 C -0.7015 -0.2008 -1.4071
4 N 0.4182 0.3815 -2.2089
5 H -1.0977 -1.3110 0.3541
6 H 0.4368 -1.6122 -0.2848
7 H -1.4771 0.5248 -1.1317
8 H -1.1696 -0.9905 -2.0140
9 H 1.1657 -0.2754 -1.9662
10 H 0.6858 1.1479 -1.5845
11 H 1.3484 -0.5623 1.8609
12 H 2.7116 0.0226 2.1786
13 O 2.3158 -0.8251 2.0586
14 H -2.2644 1.0992 1.2739
15 H -0.8175 1.2821 1.0344
16 O -1.6669 1.8481 1.1560

Highest occupied orbital energy   -4.1 eV
Net charge   -1

Entry 10:
Computed, not measured: a 3-piece molecular cluster, C2H10NO3 overall in a non-equilibrium geometry, with ωB97M-V/def2-TZVPD.

Cartesian coordinates (Å):
1 O -2.0936 -0.0786 -0.8514
2 C -1.8158 -0.9740 -1.5954
3 C -0.3346 -1.3100 -1.7954
4 N 0.4995 -0.5967 -0.7900
5 H -2.4340 -1.4125 -2.3940
6 H -0.1099 -2.3639 -1.9295
7 H -0.0549 -0.8732 -2.7537
8 H 1.4241 -1.0275 -0.6751
9 H 0.7866 0.3071 -1.1683
10 H 0.0609 -0.4629 0.1015
11 H 3.5423 -0.8903 -0.1152
12 H 3.3575 0.0525 1.0482
13 O 2.9050 -0.2681 0.2574
14 H -1.1562 3.3594 4.4083
15 H -2.6647 3.3306 4.4155
16 O -1.9124 3.2081 3.8370

Highest occupied orbital energy   -13.6 eV
Net charge   +1

Entry 11:
Computed, not measured: a 4-piece molecular cluster, C2H10NO5 overall in a non-equilibrium geometry, with ωB97M-V/def2-TZVPD.

Cartesian coordinates (Å):
1 O 1.4914 -0.2376 1.8613
2 C 0.5176 0.3432 1.3757
3 N 0.2985 0.6298 0.0951
4 C -1.1811 0.8723 -0.4298
5 O -1.4242 0.1232 -1.4980
6 H -0.2678 0.6700 2.0735
7 H 0.8547 0.0710 -0.5412
8 H -1.0757 1.9313 -0.7228
9 H -1.8241 0.6531 0.4362
10 H -0.3094 -2.3677 -2.4871
11 H 0.5288 -1.4843 -3.3897
12 O 0.4564 -2.3901 -3.0752
13 H 3.7603 2.8640 2.7747
14 H 2.6861 1.7865 2.9037
15 O 2.8568 2.7118 3.0716
16 H -3.7331 -1.7224 -0.4805
17 H -2.3587 -1.1492 -1.1093
18 O -2.9936 -1.9239 -1.0510

Highest occupied orbital energy   -4.5 eV
Net charge   -1

Entry 12:
Computed, not measured: a 2-piece molecular cluster, C2H10NOS overall in a non-equilibrium geometry, with ωB97M-V/def2-TZVPD.

Cartesian coordinates (Å):
1 C -0.8697 0.0814 -0.8850
2 C -1.5240 0.6361 0.3823
3 S -0.4432 0.5833 1.8447
4 N 0.2331 -0.9064 -0.5846
5 H -0.3703 0.8612 -1.4506
6 H -1.6302 -0.3688 -1.5115
7 H -2.3821 0.0125 0.5693
8 H -1.8012 1.6730 0.2127
9 H -1.3120 0.2681 2.8095
10 H 0.2832 -1.0813 0.4247
11 H 1.1850 -0.5057 -0.8190
12 H 0.0065 -1.7810 -1.0449
13 H 3.3260 0.4353 -0.5702
14 H 2.7571 0.0232 0.7819
15 O 2.5419 0.0690 -0.1593

Highest occupied orbital energy   -13.6 eV
Net charge   +1

Entry 13:
Computed, not measured: a 2-piece molecular cluster, C2H10NOS overall in a non-equilibrium geometry, with ωB97M-V/def2-TZVPD.

Cartesian coordinates (Å):
1 C -1.2319 -0.2530 0.2347
2 C -0.1885 0.7924 0.8577
3 S -0.4192 2.3414 -0.0557
4 N -0.5672 -1.6160 0.5836
5 H -1.0839 -0.1629 -0.8584
6 H -2.3442 -0.3737 0.2654
7 H 0.9025 0.4602 0.7536
8 H -0.5138 0.9471 1.9853
9 H -0.0076 2.7882 1.0578
10 H -0.9532 -2.0323 1.3710
11 H 0.4309 -1.6753 0.6931
12 H -0.6725 -2.4180 -0.0003
13 H 3.1230 -3.2211 -1.6878
14 H 2.4536 -1.8048 -1.2080
15 O 2.2332 -2.7367 -1.5151

Highest occupied orbital energy   -13.2 eV
Net charge   +1

Entry 14:
Computed, not measured: a 2-piece molecular cluster, C2H10NS overall, with ωB97M-V/def2-TZVPD.

Cartesian coordinates (Å):
1 N 0.5372 0.5175 -2.5106
2 H 1.0893 1.3810 -2.5466
3 H 1.0366 -0.2076 -3.0449
4 H -0.3866 0.7051 -2.8984
5 H 0.4059 0.2137 -1.4891
6 C 0.8996 -0.6581 1.9858
7 S 0.1418 -0.7101 0.3520
8 C -1.4517 0.0530 0.7463
9 H 0.4412 -1.4234 2.6080
10 H 1.9723 -0.8166 1.9552
11 H 0.6913 0.3199 2.4170
12 H -1.3562 1.1194 0.9402
13 H -1.8733 -0.4984 1.5763
14 H -2.1473 0.0045 -0.0911

Highest occupied orbital energy   -12.9 eV
Net charge   +1

Entry 15:
Computed, not measured: a 2-piece molecular cluster, C2H10NS overall, with ωB97M-V/def2-TZVPD.

Cartesian coordinates (Å):
1 N -2.3310 -0.0465 0.0814
2 H -2.3114 0.0646 -0.9369
3 H -1.6607 0.6001 0.5045
4 H -2.0299 -0.9967 0.3210
5 H -3.2857 0.0969 0.4137
6 C 1.0565 -0.8835 0.5357
7 C 1.6493 0.2527 -0.2691
8 S 0.4002 1.5204 -0.6115
9 H 1.8193 -1.6340 0.7568
10 H 0.6910 -0.5279 1.4982
11 H 0.2627 -1.3829 -0.0246
12 H 2.0552 -0.0979 -1.2091
13 H 2.4662 0.7269 0.2556
14 H 1.2182 2.3077 -1.3158

Highest occupied orbital energy   -13.1 eV
Net charge   +1

Energy above the lowest of the compared OMol25 structures with the same formula, charge and spin values (in kcal per mole) by entry order: 24.14 53.29 34.49 33.75 31.74 14.89 4.93 15.90 7.10 25.27 39.83 2.52 49.31 2.97 6.35.